No. 1
39
Properties=species:S:1:pos:R:3:forces:R:3 method="wB97M-V/def2-TZVPD" relative_energy_kcal_mol=0.0 charge=+3 multiplicity=6 homo_energy_ev="-18.4 / -20.2" lumo_energy_ev="-11.81 / -15.23"
I -0.004744 -1.643145 -1.903418 -0.043 0.082 -0.082
I -0.605714 2.352369 0.453754 0.078 -0.198 0.004
Ir -0.290327 -0.296467 0.333615 2.692 2.910 -2.553
P 2.888157 0.617452 -0.256689 3.065 0.568 -0.189
C 4.404088 -0.030357 0.466291 -0.600 -0.287 -0.079
C 2.855099 0.287277 -2.026167 -0.575 -0.087 0.338
H 3.746542 0.721942 -2.500850 -0.243 -0.170 0.057
H 3.949099 2.748775 -0.458821 -0.271 0.027 0.045
H 1.949893 0.741346 -2.450340 0.238 0.068 -0.153
H 2.145427 2.869158 -0.554312 0.380 0.220 0.009
H 4.310938 -1.124073 0.566617 0.171 0.364 -0.057
H 2.830052 -0.798111 -2.185868 0.288 0.126 -0.100
C 2.996814 2.399396 -0.037578 -0.795 -0.371 0.098
H 5.258704 0.227675 -0.165415 -0.011 -0.009 0.193
H 2.957273 2.616062 1.037921 0.121 0.072 -0.173
H 4.487157 0.409309 1.469689 0.170 -0.126 -0.224
P -2.496900 -0.357588 0.091731 -5.101 -1.591 0.634
C -3.184463 -1.526766 1.314945 0.225 0.146 -0.174
C -3.647561 1.070567 0.328827 1.209 0.317 0.238
H -2.826355 -0.337334 -2.305553 -0.243 -0.064 -0.131
H -4.309203 -0.863545 -1.440702 0.472 -0.117 -0.001
H -2.935791 -2.004262 -1.660460 -0.119 -0.066 -0.038
C -3.211862 -0.959797 -1.493716 0.720 0.260 0.076
H -3.358470 1.871861 -0.359965 -0.354 0.108 -0.009
H -4.678485 0.751137 0.111753 0.442 -0.014 0.022
H -4.281684 -1.497644 1.255682 0.306 -0.089 0.077
H -2.852977 -1.221734 2.315847 -0.203 -0.162 -0.106
H -3.589012 1.423095 1.362332 -0.108 0.062 -0.060
H -2.822993 -2.536843 1.087045 -0.151 0.100 0.165
C -0.081823 -1.684265 1.586402 -0.143 -5.430 4.729
O 0.056014 -2.564340 2.327803 -0.384 3.587 -2.989
F 0.432057 -1.411242 5.520180 0.066 1.456 -0.947
C 0.217165 -0.157849 5.103910 -0.995 -0.393 2.013
F -1.027913 -0.088430 4.550734 1.294 0.032 0.004
F 0.280611 0.682404 6.137898 0.229 -0.795 -1.628
S 1.545539 0.352605 3.641972 1.474 0.121 1.230
O 2.050629 1.693216 3.918574 -0.966 -0.778 -0.424
O 2.516514 -0.735301 3.580735 -1.107 0.407 -0.231
O 1.751357 -0.051491 0.523468 -1.229 -0.285 0.415



No. 2
75
Properties=species:S:1:pos:R:3:forces:R:3 method="wB97M-V/def2-TZVPD" relative_energy_kcal_mol=13.9 charge=+1 multiplicity=2 homo_energy_ev="-9.9 / -10.8" lumo_energy_ev="-2.46 / -2.73"
Ti -0.191896 -2.022538 -0.021923 3.061 0.864 1.068
N 0.353172 -5.410017 2.199522 -0.220 -0.055 0.110
C -0.133772 -4.574581 1.244641 0.051 -0.048 -0.535
S 0.944046 -4.162505 -0.077720 -0.001 -0.331 0.280
N -1.347926 -4.123549 1.349961 -0.549 -0.557 0.657
N -1.655300 -3.175416 0.404899 -2.222 -1.236 0.379
C -2.875716 -3.018955 0.006470 0.233 -0.336 0.287
C -3.199086 -2.062581 -1.023829 0.195 0.244 -0.367
C -4.536283 -1.745740 -1.303520 0.088 -0.061 0.134
C -4.867196 -0.891788 -2.331023 -0.052 0.047 -0.085
C -3.860439 -0.350175 -3.128304 -0.037 -0.023 0.068
C -2.535202 -0.652763 -2.887122 0.215 -0.060 -0.037
C -2.181166 -1.498006 -1.836238 -0.864 -0.082 -0.165
O -0.894094 -1.791887 -1.606640 -1.175 0.345 -2.533
H 1.127651 -5.989492 1.927118 0.029 -0.021 0.003
H -0.325407 -5.835301 2.814360 -0.008 0.041 -0.009
H -3.657649 -3.643820 0.430640 0.027 -0.052 -0.002
H -5.311913 -2.182805 -0.685741 -0.007 -0.020 -0.028
H -5.903264 -0.658233 -2.533911 0.005 0.006 0.025
H -4.117834 0.305601 -3.949710 0.017 0.017 0.011
H -1.748045 -0.253593 -3.515666 -0.004 0.019 0.019
C 4.277327 -2.605665 0.282135 0.013 0.052 -0.048
N 3.515199 -2.188473 1.451923 -0.042 0.066 -0.035
C 3.869230 -2.824131 2.719678 0.105 0.045 0.052
C 2.375407 -1.509290 1.276000 0.287 0.353 0.105
N 1.792711 -1.254215 0.143227 0.730 0.352 0.208
N 1.843758 -0.938603 2.443146 -0.027 -0.222 0.052
C 0.517085 -0.875934 2.763805 -0.204 -0.016 0.034
N 0.227840 -0.196515 3.893870 0.124 -0.119 0.010
N -0.358801 -1.484687 2.027026 0.428 0.238 0.559
H 5.243286 -2.973801 0.615772 0.013 0.018 -0.003
H 4.450127 -1.757192 -0.381495 -0.006 -0.008 0.005
H 3.762336 -3.402399 -0.258552 -0.010 -0.027 0.009
H 4.104063 -3.870976 2.531674 -0.007 0.007 -0.027
H 3.036542 -2.794577 3.415220 -0.019 0.008 -0.017
H 4.741766 -2.346429 3.169625 -0.009 -0.014 -0.007
H 2.294937 -1.656398 -0.640653 0.079 -0.131 0.044
H 2.503986 -0.533258 3.084373 0.051 -0.044 0.016
H 0.919610 0.363523 4.360358 -0.030 0.061 -0.018
H -0.731066 -0.054501 4.152860 -0.026 0.028 0.006
H -1.289904 -1.448609 2.418673 -0.095 -0.011 0.003
F -5.122704 4.474902 -2.494699 -0.017 0.021 -0.010
C -4.104021 3.751533 -2.008365 0.078 -0.061 0.045
C -2.949792 3.632357 -2.759511 -0.045 0.035 -0.067
C -1.903184 2.874221 -2.256486 0.014 0.047 0.040
C -2.014512 2.253226 -1.017607 0.235 -0.331 0.243
C -3.194494 2.385089 -0.289370 0.054 -0.010 -0.061
C -4.247718 3.144203 -0.775200 -0.089 0.018 0.021
Sb -0.497446 0.929534 -0.262079 0.130 1.226 -0.533
C 0.969381 1.286380 -1.805838 -0.291 -0.019 0.224
C 1.556810 2.547249 -1.899916 0.018 -0.099 0.013
C 2.540734 2.807749 -2.841584 0.052 0.085 -0.004
C 2.926679 1.789932 -3.692308 -0.082 -0.030 0.052
F 3.885507 2.025631 -4.597849 0.037 0.026 -0.024
C 2.348263 0.536853 -3.645686 0.018 -0.062 -0.042
C 1.362785 0.291800 -2.698708 0.030 0.167 -0.028
C 0.437086 2.266203 1.155047 -0.179 -0.379 -0.103
C -0.306291 3.173252 1.903236 0.006 -0.030 -0.066
C 0.296147 3.952297 2.881740 -0.009 0.073 0.099
C 1.651896 3.805616 3.102118 -0.040 -0.090 -0.088
F 2.243423 4.544546 4.051515 0.011 0.040 0.021
C 2.424982 2.922221 2.368680 0.046 0.024 0.064
C 1.804577 2.149336 1.398036 -0.034 -0.010 -0.004
H -2.884606 4.125003 -3.720680 -0.003 0.001 0.010
H -0.995528 2.769045 -2.838324 -0.040 0.022 -0.029
H -3.303257 1.881288 0.665816 -0.072 0.008 -0.004
H -5.171133 3.259686 -0.223616 0.002 0.009 -0.014
H 1.248656 3.337864 -1.226663 0.041 0.037 -0.003
H 3.009203 3.780090 -2.917506 -0.006 -0.010 -0.022
H 2.666119 -0.226401 -4.344092 -0.012 0.022 -0.008
H 0.887266 -0.677154 -2.687374 -0.018 -0.123 0.034
H -1.366057 3.295777 1.709998 0.000 0.030 0.033
H -0.264838 4.671282 3.464202 0.004 -0.003 -0.010
H 3.490866 2.870604 2.550949 -0.002 -0.009 -0.001
H 2.397077 1.459062 0.807195 0.031 0.037 -0.008



No. 3
74
Properties=species:S:1:pos:R:3:forces:R:3 method="wB97M-V/def2-TZVPD" multiplicity=1 homo_energy_ev=-9.0 smiles=c1c(CC2CCCC2)nnn1C[C@H]1CC[C@@H]([C@@H]2CC[C@H](Cn3cc(CC4CCCC4)nn3)O2)O1 lumo_energy_ev=0.59
C -1.054282 2.729790 0.348964 0.142 0.490 0.030
C -0.802982 4.069521 0.128909 -0.428 -0.696 -0.070
C -1.348396 4.974030 -0.918562 0.110 0.072 -0.139
C -0.343876 5.241532 -2.052824 -0.232 0.046 0.028
C 0.886510 6.021681 -1.554169 0.073 0.089 -0.104
C 2.083030 5.370831 -2.243232 0.021 -0.014 0.115
C 1.686986 3.899257 -2.277624 0.039 -0.001 -0.146
C 0.212338 3.945100 -2.678664 0.041 -0.011 -0.062
N 0.091592 4.465152 1.061779 -0.030 0.589 -0.138
N 0.393558 3.473088 1.814603 0.623 -0.536 0.982
N -0.286802 2.409061 1.412579 -0.520 0.542 -0.658
C -0.138305 1.121170 2.025187 0.599 -0.513 0.200
C 1.233638 0.525879 1.701735 -0.157 0.102 0.495
C 1.415934 -0.903142 2.255986 -0.024 0.166 -0.075
C 2.029174 -1.675836 1.081208 0.003 0.203 -0.171
C 2.374422 -0.565087 0.079765 0.247 -0.540 -0.181
C 2.413022 -1.019331 -1.387397 0.465 0.377 0.398
C 2.411394 0.177013 -2.356276 -0.077 -0.100 0.096
C 1.381039 -0.209762 -3.416570 -0.049 -0.219 0.102
C 0.471909 -1.176943 -2.653216 -0.331 0.152 -0.174
C -0.660246 -0.434451 -1.923268 0.411 0.272 -0.436
N -1.311902 -1.290728 -0.970691 -0.277 -0.746 0.251
C -1.530583 -2.621730 -1.012718 -0.278 -0.008 0.488
C -2.140862 -2.915276 0.191904 0.099 -0.101 -0.757
C -2.562504 -4.227989 0.746228 0.378 -0.059 -0.084
C -1.378847 -4.946471 1.410896 -0.214 -0.044 -0.082
C -0.861533 -4.187199 2.650758 0.001 0.057 0.072
C -1.173330 -5.086665 3.847746 0.173 -0.062 -0.023
C -1.075832 -6.492447 3.265175 -0.180 -0.024 0.062
C -1.776261 -6.345251 1.916831 0.224 -0.063 0.000
N -2.253800 -1.759254 0.876260 -0.296 -0.202 0.443
N -1.760644 -0.802912 0.176605 0.169 0.984 -0.262
O 1.313353 -1.845827 -1.738607 -0.150 -0.088 0.053
O 1.391949 0.428150 0.296239 -0.211 -0.025 -0.190
H -1.704026 2.020219 -0.117665 -0.154 -0.197 -0.099
H -2.253804 4.523891 -1.333074 -0.032 0.077 0.041
H -1.613232 5.929084 -0.460297 -0.122 -0.019 0.002
H -0.869479 5.820574 -2.818189 0.036 -0.027 0.033
H 0.809672 7.086170 -1.771846 -0.029 0.071 0.058
H 0.977168 5.894418 -0.474831 0.055 0.108 -0.062
H 3.015439 5.543446 -1.708026 0.085 0.047 -0.041
H 2.191823 5.749367 -3.262029 0.052 0.024 -0.055
H 2.290761 3.313624 -2.971251 0.054 -0.090 0.030
H 1.789764 3.475188 -1.277448 0.025 -0.077 0.076
H 0.128540 3.989612 -3.766268 -0.021 -0.033 -0.031
H -0.332173 3.065371 -2.335060 -0.070 -0.097 -0.049
H -0.227693 1.226689 3.109126 -0.038 -0.014 -0.084
H -0.922342 0.466503 1.633305 0.205 0.250 0.195
H 2.016440 1.195154 2.093818 -0.127 -0.082 -0.066
H 0.453472 -1.322245 2.543984 -0.046 -0.067 0.066
H 2.068443 -0.898709 3.126729 -0.036 0.005 0.067
H 2.906968 -2.253392 1.360447 0.045 -0.071 0.015
H 1.297729 -2.342255 0.624849 -0.002 -0.031 0.011
H 3.365353 -0.139222 0.318560 -0.062 -0.044 -0.071
H 3.311045 -1.640651 -1.505132 -0.076 0.124 0.045
H 2.094700 1.069395 -1.820587 0.062 0.063 -0.048
H 3.397209 0.351764 -2.780211 0.019 0.056 -0.003
H 1.859039 -0.734950 -4.243811 -0.068 0.016 -0.032
H 0.837708 0.647630 -3.806387 -0.029 0.072 -0.091
H 0.044173 -1.945373 -3.306970 0.037 0.102 0.045
H -1.386795 -0.058333 -2.652762 0.092 -0.017 0.062
H -0.243022 0.398691 -1.351870 -0.090 -0.049 -0.093
H -1.250861 -3.241054 -1.836410 0.119 -0.128 -0.208
H -3.346324 -4.061316 1.486458 -0.077 -0.048 -0.016
H -2.959079 -4.852021 -0.058326 -0.107 -0.014 0.071
H -0.577954 -5.033421 0.670109 -0.048 0.011 0.014
H -1.335690 -3.210535 2.740355 0.105 0.080 0.006
H 0.216225 -4.035122 2.574061 0.034 0.065 0.013
H -0.487894 -4.923964 4.678309 -0.053 0.039 0.093
H -2.189688 -4.905639 4.200521 -0.058 0.008 0.065
H -1.541365 -7.247734 3.897115 0.065 -0.085 0.031
H -0.028406 -6.761690 3.118102 0.066 -0.043 0.017
H -1.498617 -7.129856 1.213970 -0.088 -0.051 -0.054
H -2.856921 -6.389410 2.063532 -0.087 -0.024 -0.014